6
Properties=species:S:1:pos:R:3:forces:R:3 method="wB97M-V/def2-TZVPD" lumo_energy_ha="-0.03946 / -0.07963" homo_energy_ev="-8.2 / -7.9" gap_ev="7.12 / 5.76" spin_multiplicity=2 s_squared=0.76 e_tot_ev=-10355.458
O -1.2259 0.3123 -0.7300 2.290 1.515 6.574
C -0.6389 0.2060 0.4118 -4.207 1.305 -4.098
O 2.0574 -0.2158 0.0743 -1.291 1.214 1.619
C 1.3691 0.3776 0.7911 1.655 -1.185 -1.858
Hg -0.3989 -1.4022 -1.8003 1.113 -2.606 -2.085
H -1.1628 0.7221 1.2530 0.438 -0.243 -0.152



8
Properties=species:S:1:pos:R:3:forces:R:3 method="wB97M-V/def2-TZVPD" lumo_energy_ha="-0.05649 / -0.05658" homo_energy_ev="-9.0 / -9.0" e_above_lowest_ev=2.144 gap_ev="7.50 / 7.49" spin_multiplicity=1 e_tot_ev=-23871.795
C 0.1772 -0.4229 -0.2963 -1.928 4.632 0.080
C 2.5111 -0.0822 0.0099 1.440 -3.158 -0.563
N 1.4190 -0.8471 0.1457 1.234 -0.753 0.273
O -0.8669 -0.9705 -0.2428 0.259 -0.943 -0.153
O 1.4900 -2.0994 0.2866 0.005 -0.434 0.251
I 3.2957 1.7722 0.2937 -0.874 0.363 -0.050
I 4.0344 -1.5823 -0.4261 0.233 1.056 0.318
H 0.2926 0.6632 -0.6007 -0.369 -0.763 -0.157